# C22H32BFeN10O

A molecular structure, C22H32BFeN10O at a distorted geometry (wB97M-V/def2-TZVPD, the Open Molecules 2025 dataset).

Each line ends with the Löwdin spin population.
Positions of all 67 atoms, in Å:
Fe -12.55799 -5.64000 10.41353  2.81
C -14.59522 -5.17468 7.84806  0.01
C -15.17361 -5.61357 9.20410  0.02
C -16.53866 -6.01116 9.57157  0.02
C -16.44567 -6.50491 10.84040  0.03
N -15.17354 -6.28451 11.31889  0.01
N -14.40633 -5.70530 10.27225  0.12
B -14.53511 -7.01894 12.46276  0.00
N -13.62255 -5.78328 12.95627  -0.01
C -13.37589 -5.38306 14.22262  0.03
C -12.21095 -4.65323 14.29424  0.00
C -11.79474 -4.48140 12.95389  0.02
C -10.50040 -3.87327 12.60108  0.01
N -12.65517 -5.16897 12.12261  -0.04
N -13.43947 -8.01331 11.94696  0.00
C -13.06655 -9.31588 12.02117  0.00
C -12.00266 -9.57789 11.20440  -0.01
C -11.67909 -8.35938 10.51721  0.01
C -10.56550 -8.01735 9.61744  0.01
N -12.54505 -7.44769 10.90421  -0.03
N -15.48105 -7.57961 13.49321  0.00
C -16.46992 -6.78199 14.09503  0.00
C -17.23264 -7.56084 14.99633  0.00
C -16.71514 -8.89596 14.82058  0.00
C -17.23330 -10.17991 15.38052  0.00
N -15.69996 -8.90849 13.92946  0.00
H -15.53075 -4.88139 7.31630  0.00
H -14.11528 -6.04514 7.39341  0.00
H -14.03333 -4.24500 7.97243  0.00
H -17.39663 -5.87398 8.90348  0.00
H -17.19747 -6.95537 11.43733  0.00
H -13.98030 -5.76670 15.02203  0.00
H -11.68395 -4.32236 15.18691  0.00
H -10.29840 -2.91478 13.16932  0.00
H -10.37285 -3.71737 11.52914  0.00
H -9.71534 -4.62968 12.87941  0.00
H -13.51055 -9.98650 12.72965  0.00
H -11.56602 -10.50595 11.06070  0.00
H -9.55949 -8.45222 9.94276  0.00
H -10.48985 -6.94174 9.45925  0.00
H -10.85269 -8.45594 8.59972  0.00
H -16.57857 -5.70457 13.88958  0.00
H -18.05390 -7.23766 15.69901  0.00
H -16.46569 -10.83428 15.83323  0.00
H -17.66954 -10.82026 14.57494  0.00
H -18.03339 -9.91641 16.00059  0.00
C -10.09449 -3.36353 7.37112  0.02
N -8.68088 -3.34529 7.70839  0.14
C -8.10192 -2.04373 8.03661  0.02
C -6.97347 -2.24702 9.02329  0.02
C -5.96838 -3.22507 8.32053  0.06
N -6.66234 -4.49298 8.19197  0.53
C -5.93783 -5.75502 8.21641  0.06
C -8.05585 -4.51622 8.09678  0.01
O -8.66450 -5.58864 8.29967  0.02
H -10.40033 -4.37821 7.04965  0.00
H -10.40901 -2.60057 6.62685  0.00
H -10.63979 -3.33325 8.33607  0.01
H -8.88920 -1.31600 8.40023  0.00
H -7.76537 -1.53574 7.10099  0.01
H -7.42440 -2.70944 9.94264  0.00
H -6.42399 -1.34529 9.22536  0.00
H -5.02963 -3.32263 8.86801  0.01
H -5.78912 -2.88435 7.27991  0.03
H -5.51987 -5.91167 7.17082  0.04
H -6.62969 -6.56449 8.49584  0.00
H -5.13410 -5.73612 8.97253  0.02

Its spin multiplicity is 5. Its total charge is +3. Its lowest unoccupied orbital energy (alpha / beta) is -12.114 / -11.907 eV.

# C22H32Br2F3N5O2

3 unconnected molecules or ions with the total composition C22H32Br2F3N5O2 at a distorted geometry (wB97M-V/def2-TZVPD, the Open Molecules 2025 dataset).

Each line ends with the natural charge from an NBO analysis.
Positions of all 66 atoms, in Å:
N 1.48024 2.81487 -1.22031  -0.85
C 0.50833 1.62473 -1.27817  -0.24
C 1.39259 0.24529 -1.21036  -0.43
C 0.87090 -0.81237 -0.03114  -0.42
C 2.04875 -1.10473 1.07325  -0.46
C 1.60173 -0.79674 2.63823  0.00
C 1.84342 -2.01446 3.74985  0.00
C 2.50385 -3.48586 3.36576  -0.47
C 4.05899 -3.19960 2.92202  -0.49
C 5.18788 -3.88549 3.89950  0.27
F 4.83046 -3.78584 5.35444  -0.36
Br 6.86960 -2.76064 3.66321  0.07
C 5.61542 -5.41540 3.49405  0.59
F 4.99545 -5.92446 2.24072  -0.35
F 7.10481 -5.45150 3.24983  -0.36
Br 5.23840 -6.74281 4.96808  0.08
C 1.43484 -1.75777 5.33968  -0.23
C 0.80770 -0.29290 5.72491  -0.21
C 0.57794 0.95835 4.64567  0.13
N 0.00020 2.22712 5.20579  -0.37
C -0.11007 3.23724 4.09789  -0.02
C 0.31400 3.01800 2.54224  -0.02
N 0.84405 1.71526 2.01410  -0.42
C 0.97611 0.67926 3.09409  0.13
H 2.00977 2.69228 -0.32334  0.36
H 2.15287 2.61522 -2.00762  0.35
H -0.29309 1.65517 -0.39763  0.20
H -0.11295 1.64555 -2.27580  0.22
H 2.51457 0.56050 -1.08055  0.20
H 1.31938 -0.25789 -2.28639  0.21
H -0.11745 -0.36177 0.41331  0.23
H 0.64820 -1.82392 -0.59847  0.21
H 2.97008 -0.39358 0.82601  0.23
H 2.42827 -2.19792 0.89187  0.22
H 2.36976 -4.28901 4.20704  0.25
H 1.91945 -3.84108 2.38724  0.24
H 4.15637 -3.54832 1.78571  0.26
H 4.21530 -2.01699 2.88299  0.27
H 1.56873 -2.58271 6.19158  0.25
H 0.48935 -0.12509 6.86302  0.24
H -0.53406 4.31150 4.39426  0.23
H 0.16176 3.89985 1.76942  0.24
C -1.30447 2.86630 -5.39717  0.53
O -0.71936 1.90771 -4.90820  -0.63
N -2.28344 3.60873 -4.77182  -0.43
C -2.93054 4.73188 -5.41829  -0.40
C -2.67958 3.25612 -3.42409  -0.42
H -1.08081 3.21999 -6.41724  0.11
H -2.75463 5.63243 -4.82315  0.20
H -4.00484 4.53524 -5.47770  0.19
H -2.53756 4.88577 -6.42703  0.21
H -1.80571 3.31842 -2.76835  0.22
H -3.05013 2.22651 -3.41981  0.21
H -3.46060 3.92987 -3.06159  0.21
C -4.37577 -0.35158 -1.75595  0.53
O -4.81621 0.50508 -0.99931  -0.62
N -4.94867 -0.73372 -2.95028  -0.44
C -4.36570 -1.75809 -3.79227  -0.40
C -6.17368 -0.09122 -3.37944  -0.42
H -3.44901 -0.90305 -1.52648  0.11
H -4.13453 -1.32421 -4.76922  0.20
H -5.08808 -2.57042 -3.91307  0.19
H -3.44831 -2.15645 -3.35022  0.21
H -5.99716 0.98461 -3.47412  0.21
H -6.94622 -0.25582 -2.62213  0.21
H -6.50693 -0.49543 -4.33907  0.20

Its lowest unoccupied orbital energy is -1.217 eV. The SMILES is NCCCCc1c(CC[C@](F)(Br)C(F)(F)Br)ccc2nccnc12.CN(C)C=O.CN(C)C=O.

# C22H32BrCl3HgN7O4

A molecular structure, C22H32BrCl3HgN7O4 (wB97M-V/def2-TZVPD, the Open Molecules 2025 dataset).

Each line ends with the Löwdin spin population.
Positions of all 70 atoms, in Å:
Hg -0.11418 -0.51712 0.16505  0.01
N -1.70696 0.63663 1.73859  0.00
C -2.11129 1.96021 1.22034  0.00
C -1.82994 3.06678 2.24142  0.00
C -0.31925 3.25100 2.54163  0.00
C 0.41703 4.39247 1.81750  0.00
N 0.93722 4.08350 0.47225  0.00
C 2.02778 3.34656 0.24442  0.00
N 2.99744 3.27383 1.17891  0.00
N 2.17799 2.72426 -0.91971  0.00
C -1.38880 2.39215 -0.06180  0.00
O -1.70418 3.50137 -0.51927  0.00
O -0.42389 1.69180 -0.48329  0.00
H -2.50645 0.02878 1.86785  0.00
H -1.26235 0.73879 2.64398  0.00
H -3.17156 1.94951 0.96451  0.00
H -2.34335 2.81957 3.17309  0.00
H -2.26165 3.99292 1.86446  0.00
H 0.23010 2.32537 2.34084  0.00
H -0.21325 3.44346 3.61025  0.00
H 1.25231 4.71334 2.43816  0.00
H -0.24056 5.25221 1.70240  0.00
H 0.21368 4.01836 -0.24821  0.00
H 3.07215 4.01331 1.85584  0.00
H 3.85371 2.80222 0.94003  0.00
H 1.31656 2.37992 -1.35799  0.00
H 2.99529 2.15218 -1.07940  0.00
Cl 2.17442 -2.55794 7.04988  0.00
C 1.54643 -2.44175 5.42806  0.00
C 1.84200 -1.33799 4.65697  0.00
C 1.33597 -1.25380 3.37135  0.00
Cl 1.74859 0.18130 2.44491  0.00
C 0.51850 -2.25105 2.77933  0.00
O 0.03325 -2.22538 1.58476  0.00
C 0.26027 -3.35257 3.63714  0.00
Cl -0.73785 -4.62821 3.01120  0.00
C 0.75213 -3.45682 4.92105  0.00
H 2.47076 -0.54984 5.04739  0.00
H 0.51600 -4.32545 5.51962  0.00
Br 5.57181 0.34321 -3.46735  0.05
C 3.95255 -0.14591 -2.62205  0.29
C 3.95216 -0.97692 -1.47215  0.06
C 2.77440 -1.24970 -0.84712  0.13
N 1.55183 -0.75314 -1.26531  0.25
C 1.57102 0.01371 -2.42383  0.14
C 2.71089 0.32842 -3.10206  0.04
H 4.87225 -1.40116 -1.09364  0.00
H 2.74935 -1.88411 0.03128  0.01
H 0.60861 0.37571 -2.76865  0.01
H 2.65324 0.92916 -4.00041  0.00
C -1.12864 -3.38369 -3.59426  0.00
N -1.68411 -2.96541 -2.31505  0.00
C -1.17001 -3.70429 -1.16590  0.00
C -2.20295 -1.72800 -2.10809  0.00
O -2.08719 -1.16291 -1.00666  0.00
N -2.84568 -1.11004 -3.14403  0.00
C -3.13942 0.30872 -3.01777  0.00
C -3.67895 -1.84238 -4.08628  0.00
H -0.06769 -3.60513 -3.46011  0.00
H -1.21030 -2.59280 -4.33096  0.00
H -1.62329 -4.28216 -3.96997  0.00
H -1.40454 -4.76237 -1.29115  0.00
H -1.61889 -3.34331 -0.24665  0.00
H -0.08685 -3.58584 -1.08229  0.00
H -2.44143 0.77147 -2.32679  0.00
H -4.15733 0.47464 -2.65285  0.00
H -3.03577 0.78417 -3.99395  0.00
H -3.81346 -2.87026 -3.75639  0.00
H -3.26511 -1.84637 -5.09713  0.00
H -4.66055 -1.36718 -4.12591  0.00

Its spin multiplicity is 2. Its lowest unoccupied orbital energy (alpha / beta) is 0.063 / 0.059 eV. For the relative energy (zero: lowest compared OMol25 entry of this formula, charge and spin), the calculation gives 0.9950 eV.